## A
ORCA calculation (wB97M-V/def2-TZVPD) on C6H7N in the gas phase.

- Molar mass: 93.13 g/mol

```
! wB97M-V def2-TZVPD RIJCOSX def2/J DEFGRID3
* xyz 0 3
C 0.1965 1.4709 0.2474
C 0.6636 -0.7676 0.4179
C -0.3177 0.1494 0.3150
C 2.1082 0.0601 0.3725
C 1.8209 -1.3122 -0.2770
C -1.7757 -0.3679 0.1147
N 1.5416 1.3401 0.0673
H -0.2191 2.4401 0.0869
H 2.2125 -2.2585 0.1372
H 1.5337 -1.3647 -1.3495
H -2.3623 0.5713 0.2029
H -1.9445 -1.0430 -0.7278
H -1.9499 -1.0199 0.9093
H 2.0893 2.1933 -0.0737
*
```

***

## B
ORCA calculation (wB97M-V/def2-TZVPD) on a molecular structure, C6H7N.

- Molar mass: 93.13 g/mol

```
! wB97M-V def2-TZVPD RIJCOSX def2/J DEFGRID3
* xyz 0 3
C -1.3494 -0.5152 -1.3816
C 1.1595 0.5135 -1.1485
C 1.5892 0.6626 0.3548
C -0.3424 0.0905 -0.7396
C 0.3103 0.2172 0.6319
C -0.3220 -0.0376 1.9490
N -2.4324 -0.7588 -1.9068
H 1.2796 1.2663 -1.8817
H 1.6056 -0.3565 -1.5335
H 2.4758 0.7897 0.9006
H 0.4441 0.0166 2.8370
H -0.6910 -0.9774 2.0725
H -1.0274 0.6774 2.0991
H -2.6994 -1.5883 -2.2532
*
```

***

## C
ORCA calculation (wB97M-V/def2-TZVPD) on a molecular structure, C6H7N.

- Molar mass: 93.13 g/mol

```
! wB97M-V def2-TZVPD RIJCOSX def2/J DEFGRID3
* xyz 0 3
C 2.1705 -0.3204 0.5009
C 0.5264 1.3829 -0.0089
C 0.8731 0.1872 0.4406
C -0.9085 1.1976 0.0644
C -0.5018 -0.3107 0.5218
C -0.6273 -1.3364 -0.5829
N 3.3109 -0.4895 0.4661
H 1.1512 2.1530 -0.3130
H -1.5871 1.6550 0.8065
H -1.5465 1.3007 -0.8343
H -1.0466 -0.6702 1.4100
H -0.0212 -1.0255 -1.5240
H -1.5980 -1.6155 -0.8983
H -0.1950 -2.1082 -0.0490
*
```

***

Structures ranked by computed energy, the most stable listed first: C, B, A.

***

## A
ORCA calculation (wB97M-V/def2-TZVPD) on a molecular structure, C6H7N.

- Molar mass: 93.13 g/mol

```
! wB97M-V def2-TZVPD RIJCOSX def2/J DEFGRID3
* xyz 0 3
C -0.2929 -0.7647 -1.5566
C 1.9721 0.4172 -0.7367
C 0.7337 0.0056 -0.9472
C -1.4144 -0.9887 -0.8191
C 0.4991 0.6332 0.5161
C -0.4269 0.7105 1.7604
N 1.7319 1.0083 0.5772
H -0.0979 -1.3778 -2.4983
H 2.8073 0.4902 -1.4405
H -1.4615 -0.4697 0.1158
H -2.1082 -1.7684 -1.1367
H -1.3833 1.3809 1.6015
H 0.1453 1.0766 2.4982
H -0.7043 -0.3532 2.0659
*
```

***

## B
ORCA calculation (wB97M-V/def2-TZVPD) on a molecular structure, C6H7N.

- Molar mass: 93.13 g/mol

```
! wB97M-V def2-TZVPD RIJCOSX def2/J DEFGRID3
* xyz 0 3
C 1.7576 -0.4914 1.0045
C 0.4339 1.2734 -0.4914
C 0.6167 -1.2413 0.9369
C -0.5422 0.3924 -0.4155
C 1.4824 -0.0102 -0.3744
C -2.0998 0.3713 -0.3715
N 0.2003 -0.8443 -0.3641
H 2.7057 -0.5551 1.5813
H 0.5438 2.3885 -0.7465
H 0.1262 -2.1035 1.5769
H 2.1093 -0.2728 -1.1723
H -2.4593 0.4818 0.6466
H -2.4673 -0.5563 -0.8735
H -2.4074 1.1675 -0.9369
*
```

***

Structures ranked by computed energy, the most stable listed first: A, B.

***

## A
ORCA calculation (wB97M-V/def2-TZVPD) on C4H4O3 in the gas phase.

- Molar mass: 100.07 g/mol
- SMILES: CC(=O)C(=O)C=O

```
! wB97M-V def2-TZVPD RIJCOSX def2/J DEFGRID3
* xyz 0 1
C -0.2707 -0.2758 -1.6710
C 0.5031 0.3131 -0.5278
O 1.2630 1.2503 -0.5985
C 0.3535 -0.3762 0.8325
O 0.6752 -1.5281 1.0113
C -0.2130 0.4464 1.9896
O -0.7725 1.4973 1.8141
H -0.0459 -1.3436 -1.7639
H -0.0269 0.2493 -2.5960
H -1.3442 -0.1826 -1.4656
H -0.1217 -0.0502 2.9752
*
```

***

## B
ORCA calculation (wB97M-V/def2-TZVPD) on C4H4O3 in the gas phase.

- Molar mass: 100.07 g/mol

```
! wB97M-V def2-TZVPD RIJCOSX def2/J DEFGRID3
* xyz 0 1
O -1.9943 1.6008 -0.2457
C -1.0275 1.0029 -0.0051
C -0.1449 -0.2932 -0.4463
C -0.1179 -0.7752 0.9778
O -0.5426 -1.3016 -1.1194
C 1.2023 0.3076 -0.8947
O 1.4148 1.4799 -1.0647
H -0.4102 0.8742 1.1440
H 0.7333 -1.3569 1.3402
H -1.0704 -1.0615 1.4232
H 1.9574 -0.4770 -1.1093
*
```

***

Structures ranked by computed energy, the most stable listed first: A, B.

***

## A
ORCA calculation (wB97M-V/def2-TZVPD) on CH3N5O in the gas phase.

- Molar mass: 101.07 g/mol
- SMILES: O/N=c1/nn[nH][nH]1

```
! wB97M-V def2-TZVPD RIJCOSX def2/J DEFGRID3
* xyz 0 1
O 1.2899 -1.8841 0.1518
N 1.3974 -0.7510 -0.6205
C 0.4680 0.0558 -0.3356
N 0.3862 1.2980 -0.9933
N -0.6466 1.8845 -0.4969
N -1.2981 1.1895 0.4138
N -0.7412 -0.1492 0.4555
H 2.0121 -2.5021 -0.2512
H -2.2749 1.1833 0.2299
H -0.5929 -0.3249 1.4465
*
```

***

## B
ORCA calculation (wB97M-V/def2-TZVPD) on CH3N5O in the gas phase.

- Molar mass: 101.07 g/mol
- SMILES: Nn1nnnc1O

```
! wB97M-V def2-TZVPD RIJCOSX def2/J DEFGRID3
* xyz 0 1
N 0.1313 1.4190 0.1126
N 0.3507 0.0813 -0.3831
N 1.6271 -0.3710 -0.1750
N 1.4134 -1.5474 0.1123
N 0.1263 -1.9653 0.0284
C -0.5971 -0.9664 -0.2700
O -1.9188 -0.7916 -0.0260
H 0.2327 2.3356 -0.7197
H 0.7086 1.7104 1.0353
H -2.0742 0.0955 0.2852
*
```

***

Structures ranked by computed energy, the most stable listed first: A, B.

***

## A
ORCA calculation (wB97M-V/def2-TZVPD) on 6 unconnected molecules or ions with the total composition C12H36O6.

- Molar mass: 276.41 g/mol
- SMILES: CC(C)O.CC(C)O.CC(C)O.CO.CO.CO

```
! wB97M-V def2-TZVPD RIJCOSX def2/J DEFGRID3
* xyz 0 1
C -2.1119 -1.7804 3.3588
C -2.2129 -0.2784 3.1008
C -1.4059 0.6716 4.0518
O -1.8629 0.0956 1.9418
H -3.0819 -2.1864 3.0068
H -2.3409 -1.9614 4.3738
H -1.2389 -2.2744 3.0288
H -3.2709 0.0296 3.1508
H -0.3319 0.3456 4.1188
H -1.6179 0.5116 5.0878
H -1.3879 1.7106 3.7878
H -2.4269 0.8336 1.7278
C 2.3201 -1.4454 -2.8502
C 1.8461 -0.2674 -2.1322
C 2.0201 1.0736 -2.8712
O 0.6291 -0.3824 -1.7802
H 1.7321 -1.8134 -3.6462
H 2.4851 -2.2674 -2.2142
H 3.3251 -1.1544 -3.2072
H 2.4231 -0.1584 -1.1392
H 1.9091 1.0386 -3.9422
H 3.0331 1.4326 -2.7242
H 1.3781 1.8676 -2.4632
H 0.4551 -0.1954 -0.8682
C -1.2939 2.5556 -2.1002
C -1.8259 1.5116 -3.0632
C -2.4569 2.3076 -4.2132
O -1.0159 0.7666 -3.6172
H -2.1169 3.0476 -1.6902
H -0.6269 3.2336 -2.5772
H -0.8329 2.0066 -1.2612
H -2.5369 0.9256 -2.4432
H -2.8799 1.7716 -5.0272
H -1.7619 3.1066 -4.5292
H -3.3009 2.8956 -3.9192
H -0.3899 0.3356 -3.0222
C 2.0421 -1.1754 3.5128
O 2.3251 -1.0254 2.1608
H 2.5471 -2.0924 3.9668
H 0.9521 -1.3124 3.6148
H 2.2971 -0.2864 4.0978
H 1.7011 -0.4044 1.7208
C 0.8751 1.8156 1.2738
O 0.6031 0.4746 0.9258
H 1.4241 1.5616 2.1928
H -0.0029 2.4646 1.4598
H 1.4771 2.2676 0.5448
H -0.1569 0.2246 1.4668
C 0.7561 -3.0624 0.0158
O 0.7891 -4.4584 0.2858
H 1.6971 -2.5814 0.2058
H 0.1081 -2.4284 0.6108
H 0.3431 -2.9844 -0.9362
H 0.9931 -4.9064 -0.5542
*
```

***

## B
ORCA calculation (wB97M-V/def2-TZVPD) on 6 unconnected molecules or ions with the total composition C12H36O6.

- Molar mass: 276.41 g/mol
- SMILES: CCO.CCO.CCO.CCO.CCO.CCO

```
! wB97M-V def2-TZVPD RIJCOSX def2/J DEFGRID3
* xyz 0 1
C 5.6119 8.4296 -1.3270
C 5.4899 6.9208 -1.2648
O 4.2025 6.4017 -1.6127
H 5.0374 8.8929 -0.5248
H 5.3130 8.8447 -2.2895
H 6.6634 8.7089 -1.2609
H 5.7192 6.6412 -0.2365
H 6.1981 6.3661 -1.8803
H 4.2917 5.5040 -1.9410
C 7.0853 -1.1398 -4.4811
C 8.5473 -1.4372 -4.8048
O 9.4059 -0.2955 -4.6556
H 6.6092 -0.6122 -5.3076
H 6.9809 -0.6043 -3.5375
H 6.5363 -2.0641 -4.3012
H 8.6686 -1.6644 -5.8640
H 8.8517 -2.2498 -4.1451
H 9.1260 0.3306 -5.3274
C -1.0247 -2.9570 -0.2658
C 0.2311 -2.1003 -0.5010
O 0.0414 -1.1265 -1.4599
H -1.4398 -3.4792 -1.1278
H -1.7628 -2.2756 0.1573
H -0.7345 -3.7137 0.4630
H 1.1328 -2.6238 -0.8189
H 0.5580 -1.6826 0.4513
H -0.7682 -1.4099 -1.8909
C -1.3840 -5.8158 7.8711
C -1.9732 -4.6915 8.8072
O -0.9926 -3.6939 8.9402
H -0.3406 -5.9717 8.1453
H -1.4311 -5.4888 6.8324
H -1.9405 -6.7489 7.9581
H -2.3889 -5.0009 9.7661
H -2.8560 -4.2970 8.3042
H -0.5647 -3.9885 9.7476
C -7.1089 -1.8141 -4.2409
C -6.0771 -1.9824 -5.3755
O -4.9574 -1.2044 -4.9924
H -7.4666 -0.7859 -4.1860
H -6.7232 -2.1728 -3.2866
H -7.8010 -2.6066 -4.5257
H -6.4730 -1.7827 -6.3713
H -5.8200 -3.0315 -5.5216
H -5.1712 -0.2844 -5.1640
C -4.3680 2.8022 3.7288
C -5.1520 2.7379 2.4357
O -6.1983 3.6285 2.6991
H -4.8161 2.0491 4.3770
H -4.4368 3.6954 4.3496
H -3.3233 2.5322 3.5746
H -5.3680 1.7112 2.1402
H -4.5009 3.0998 1.6400
H -6.9382 3.5003 2.1010
*
```

***

Structures ranked by computed energy, the most stable listed first: B, A.

***

## A
ORCA calculation (wB97M-V/def2-TZVPD) on C3H3Br2N in the gas phase.

- Molar mass: 212.87 g/mol
- SMILES: Br/C=N\C=C\Br

```
! wB97M-V def2-TZVPD RIJCOSX def2/J DEFGRID3
* xyz 0 1
Br 1.4000 1.6624 1.6101
C -0.4589 1.6741 0.8385
N -1.0609 0.8203 0.1438
C -0.7425 -0.3171 -0.3899
C 0.4196 -1.3947 0.0617
Br 0.8718 -2.8885 -0.8854
H -1.0455 2.4386 1.2450
H -1.3419 -0.8457 -1.1299
H 1.1029 -1.3233 0.7972
*
```

***

## B
ORCA calculation (wB97M-V/def2-TZVPD) on a molecular structure, C3H3Br2N.

- Molar mass: 212.87 g/mol

```
! wB97M-V def2-TZVPD RIJCOSX def2/J DEFGRID3
* xyz 0 1
C 0.6782 -0.0802 1.4002
C -1.4960 0.1135 -0.6659
C 1.1667 -0.0815 0.1189
N 0.4075 -0.0607 2.5117
Br 1.7120 1.5603 -0.6968
Br 1.8102 -1.6585 -0.7251
H -1.0696 -0.3166 -1.5983
H -1.6589 1.2166 -0.4102
H -1.5501 -0.6930 0.0655
*
```

***

Structures ranked by computed energy, the most stable listed first: A, B.

***

## A
ORCA calculation (wB97M-V/def2-TZVPD) on 2 unconnected molecules or ions with the total composition CHCl2NO2.

- Molar mass: 129.93 g/mol

```
! wB97M-V def2-TZVPD RIJCOSX def2/J DEFGRID3
* xyz 0 1
C -0.6283 -0.0027 0.1364
N 0.7084 0.5057 0.3371
O 1.1179 1.2558 -0.5139
O 1.2799 0.1761 1.3484
Cl -1.3005 -0.9765 1.2780
Cl 0.0501 -1.4660 -1.9759
H -1.2275 0.5075 -0.6101
*
```

***

## B
ORCA calculation (wB97M-V/def2-TZVPD) on 2 unconnected molecules or ions with the total composition CHCl2NO2.

- Molar mass: 129.93 g/mol

```
! wB97M-V def2-TZVPD RIJCOSX def2/J DEFGRID3
* xyz 0 1
C 0.1328 -0.5902 -0.2074
N -0.2183 0.8008 0.5138
O 0.3474 1.1090 1.5032
O -1.0317 1.4448 -0.1202
Cl 1.2524 -1.5133 0.6792
Cl 0.6536 0.0152 -1.8536
H -1.1362 -1.2661 -0.5150
*
```

***

Structures ranked by computed energy, the most stable listed first: B, A.